Entry 1:
97
Properties=species:S:1:pos:R:3 method="wB97M-V/def2-TZVPD" total_energy_ha=-1675.871774 homo_lumo_gap_ev=9.19 mol_weight_g_mol=509.77 smiles=COC[C@H](C)N.COC[C@H](C)N.COC[C@H](C)N.COC[C@H](C)N.COC[C@H](C)N.CO.CO lumo_energy_ev=0.4
C 5.9404 -1.6902 -3.1607
C 5.2694 -1.8632 -1.8057
C 3.7284 -2.0102 -1.9397
O 3.1914 -0.8692 -2.4577
C 1.8584 -0.5702 -1.9627
N 5.8074 -3.0822 -1.1957
H 6.9284 -1.9592 -3.1707
H 5.7804 -0.8162 -3.5977
H 5.7904 -2.4502 -3.8927
H 5.4054 -1.0462 -1.1307
H 3.3384 -2.1702 -0.9197
H 3.6874 -2.7762 -2.6117
H 1.3174 0.1008 -2.6757
H 1.7594 -0.1702 -0.9357
H 1.4714 -1.5352 -2.0647
H 5.3904 -3.0972 -0.1917
H 6.9004 -2.8632 -0.7297
C 0.0074 -0.5772 1.6643
C -0.3386 0.5638 2.5873
C -0.0416 1.9078 1.9843
O 1.3434 2.1708 2.2573
C 1.5804 3.4278 1.7673
N -1.8286 0.6668 2.9193
H 1.0454 -0.5732 1.5603
H -0.3986 -0.4322 0.5773
H -0.3016 -1.5532 2.1803
H 0.0254 0.3368 3.7533
H -0.5216 2.8958 2.4313
H -0.0416 1.8338 0.8743
H 1.5534 3.4118 0.6153
H 2.7144 3.4938 1.9863
H 0.9534 4.1348 2.2463
H -2.2766 0.9868 2.1773
H -2.0356 1.3058 3.5263
C 5.8914 2.2948 -4.0367
C 4.3664 2.1828 -3.7357
C 3.7294 3.3378 -2.7967
O 4.4154 3.4058 -1.5777
C 4.0814 2.3628 -0.5867
N 3.6304 2.2048 -4.9677
H 6.3844 2.2148 -3.1557
H 6.1874 3.0818 -4.6507
H 6.4384 1.4458 -4.3767
H 4.1234 1.2528 -3.1157
H 2.6264 3.0518 -2.6947
H 3.8204 4.3598 -3.3207
H 3.0744 2.3798 -0.4027
H 4.4714 2.6578 0.3363
H 4.4464 1.3468 -0.8547
H 3.3894 3.1798 -5.1647
H 2.6244 1.8078 -4.8447
C -3.2526 0.5088 -0.9347
C -4.1606 1.5858 -0.7907
C -3.8946 2.5208 0.4583
O -4.3226 1.9028 1.6263
C -4.2116 2.5888 2.8303
N -4.2466 2.4478 -1.9397
H -3.7396 -0.1652 -1.6827
H -2.9906 -0.0732 -0.0667
H -2.2436 0.7648 -1.3627
H -5.1796 1.3228 -0.6287
H -4.5506 3.4098 0.3693
H -2.8046 2.5828 0.5253
H -4.2656 2.0728 3.7483
H -4.8486 3.6468 2.9283
H -3.2816 3.1858 3.0693
H -4.7976 3.1728 -1.6417
H -5.0676 2.0588 -2.5237
C -5.3896 -3.2432 -0.6057
C -5.9066 -3.7252 0.7133
C -5.7146 -2.6582 1.7433
O -4.3976 -2.6982 2.2273
C -4.1636 -1.8472 3.4123
N -7.3476 -3.7692 0.3533
H -4.2756 -2.8332 -0.5757
H -5.6956 -2.1932 -0.9467
H -5.3146 -4.1392 -1.2697
H -5.5826 -4.7442 1.0193
H -6.3656 -2.9662 2.3933
H -5.9006 -1.6532 1.6033
H -5.0126 -1.9752 3.9283
H -4.1156 -0.6752 3.1483
H -3.3086 -2.0472 3.9483
H -7.6466 -4.4132 1.0643
H -7.5286 -4.3622 -0.5357
C 3.9754 0.7398 2.9293
O 5.0654 0.3698 2.1793
H 3.7834 0.1668 3.8033
H 3.2574 0.3228 2.3443
H 3.9454 1.7578 2.8843
H 5.6254 0.9928 1.9293
C -1.8446 -4.2032 1.0913
O -2.8186 -4.8662 1.7013
H -1.1316 -3.7882 1.7903
H -2.3376 -3.4712 0.6593
H -1.3826 -5.1022 0.4933
H -3.3216 -4.2072 1.8673

Entry 2:
31
Properties=species:S:1:pos:R:3 method="wB97M-V/def2-TZVPD" total_energy_ha=-765.334319 homo_lumo_gap_ev=10.04 mol_weight_g_mol=188.17 smiles=OCCO.O.O.O.O.O.O.O lumo_energy_ev=-0.1
O -5.0269 -13.3645 -2.8343
H -5.8179 -13.7034 -2.4091
H -4.4967 -12.9455 -2.1500
O -8.3314 -12.6815 -2.6681
H -7.9055 -11.8300 -2.5857
H -9.1712 -12.5113 -3.0801
O -3.0584 -11.6396 0.1526
H -3.4901 -11.8553 0.9846
H -3.7812 -11.5328 -0.4772
O -7.7416 -10.2878 -1.2212
H -8.4693 -10.5787 -0.6689
H -7.4617 -9.4110 -0.9260
O -4.5447 -8.1107 -2.5119
H -4.2384 -8.5211 -3.3223
H -4.2524 -7.1936 -2.5355
O -4.9157 -10.7795 -1.7784
H -5.8427 -10.9627 -1.9229
H -4.8669 -9.8317 -1.6179
O -6.5609 -7.9180 -0.4070
H -6.8481 -7.1817 -0.9467
H -5.6695 -8.0870 -0.7424
C -6.2549 -11.6606 1.6185
C -7.0053 -10.9480 2.7365
O -7.4231 -11.8351 3.7167
O -5.0833 -12.1199 2.1477
H -6.0796 -10.9144 0.8429
H -6.7284 -12.5343 1.1569
H -7.8118 -10.3349 2.3278
H -6.2786 -10.1965 3.1052
H -7.9195 -11.4282 4.4318
H -5.2340 -12.8357 2.7687

Entry 3:
58
Properties=species:S:1:pos:R:3 method="wB97M-V/def2-TZVPD" total_energy_ha=-1793.158776 homo_lumo_gap_ev=8.11 mol_weight_g_mol=445.54 smiles="COc1ccc(S(=O)(=O)N2CCCC2)cc1C(=O)Nc1ccc(N2CCOCC2)cc1" lumo_energy_ev=0.6
C 6.2435 0.6746 1.8903
H 6.6771 -0.3287 1.8468
H 5.8198 0.8490 2.8846
H 7.0208 1.4111 1.6948
O 5.2832 0.8673 0.8779
C 4.2089 0.0574 0.8250
C 3.9094 -0.9233 1.7730
C 2.7301 -1.6415 1.6867
C 1.8660 -1.4217 0.6327
C 2.1686 -0.4942 -0.3431
C 3.3216 0.2676 -0.2476
C 3.6312 1.3048 -1.2864
O 4.6829 1.3562 -1.8877
N 2.6264 2.1834 -1.5475
C 1.3258 2.1955 -1.0047
C 1.1057 2.1006 0.3669
C -0.1717 1.9867 0.8661
C -1.2860 1.9719 0.0141
C -1.0574 2.1677 -1.3540
C 0.2262 2.2722 -1.8504
H 0.3784 2.3885 -2.9142
H -1.8823 2.2058 -2.0471
N -2.5481 1.8125 0.5245
C -2.7680 1.0787 1.7583
H -1.9139 0.4274 1.9577
C -4.0030 0.1928 1.6189
H -4.1867 -0.3455 2.5512
O -5.1835 0.9228 1.3379
C -4.9429 2.1108 0.6145
C -3.7224 2.0049 -0.2959
H -3.8710 1.1787 -1.0093
H -3.6212 2.9375 -0.8585
H -4.7963 2.9505 1.3106
H -5.8443 2.3021 0.0260
H -3.8239 -0.5457 0.8239
H -2.9041 1.7709 2.6005
H -0.3106 1.9123 1.9314
H 1.9462 2.1128 1.0433
H 2.7968 2.7880 -2.3421
H 1.4900 -0.3703 -1.1709
S 0.2505 -2.1796 0.6367
O -0.6254 -1.2653 1.3264
O 0.3549 -3.5138 1.1597
N -0.1429 -2.1991 -0.9969
C -1.3386 -1.4664 -1.3710
H -1.5367 -0.7099 -0.6156
H -1.1637 -0.9823 -2.3379
C -2.4190 -2.5409 -1.4779
H -3.2781 -2.2235 -2.0657
H -2.7494 -2.8145 -0.4747
C -1.6540 -3.6997 -2.1210
H -2.0571 -4.6690 -1.8370
H -1.6892 -3.6144 -3.2076
C -0.2073 -3.5140 -1.6217
H 0.0728 -4.2581 -0.8757
H 0.5116 -3.5519 -2.4452
H 2.4701 -2.3763 2.4319
H 4.5802 -1.1132 2.5953

Entry 4:
14
Properties=species:S:1:pos:R:3 method="wB97M-V/def2-TZVPD" total_charge=+1 total_energy_ha=-282.812608 homo_lumo_gap_ev="6.88 / 6.89" mol_weight_g_mol=86.12 lumo_energy_ev="-3.4 / -8.0" multiplicity=3
C -0.8611 -1.5361 1.8015
C -0.3844 -0.5031 1.4002
C -0.4304 0.4257 -1.3581
N -0.2736 -0.9400 -1.3922
N -0.2682 1.1237 -0.2478
N 0.2193 0.6141 0.8916
H -1.3654 -2.2266 2.4842
H 2.5440 1.1831 -0.1217
H -0.8024 0.9095 -2.1819
H -0.1417 -1.4983 -0.5739
H -0.4821 -1.4069 -2.2957
H -0.7023 2.0571 -0.3387
H 2.7737 0.5071 0.3105
H 0.1746 1.2907 1.6219

Entry 5:
13
Properties=species:S:1:pos:R:3 method="wB97M-V/def2-TZVPD" total_charge=+1 total_energy_ha=-542.078429 homo_lumo_gap_ev=9.62 mol_weight_g_mol=200.00 lumo_energy_ev=-4.0
C 0.6141 -1.2828 -0.4117
C 0.0568 1.2855 0.1788
N -0.4262 0.1050 0.1787
N -0.5168 2.4564 0.0728
N 0.5081 -2.4115 0.3635
I -2.4291 0.0160 -0.0920
H 0.2045 -1.3288 -1.4403
H 1.5414 -0.5312 -0.3008
H 1.1052 1.2534 0.3682
H -1.5103 2.5928 -0.1775
H 0.0372 3.2879 0.0199
H -0.1866 -3.0705 0.0194
H 1.0019 -2.3722 1.2211

Entry 6:
39
Properties=species:S:1:pos:R:3 method="wB97M-V/def2-TZVPD" total_energy_ha=-3657.058569 homo_lumo_gap_ev=6.76 mol_weight_g_mol=386.20 lumo_energy_ev=-0.9
C -8.3400 -1.0487 0.8836
O -7.9012 -1.2558 -0.5548
C -6.5740 -0.8121 -0.9229
C -6.4099 0.5814 -0.9462
H -7.3996 0.9476 -1.1611
H -5.9304 0.7769 -1.7506
C -5.8152 1.0131 0.4803
N -4.3596 0.7654 0.1890
C -3.3678 1.6185 0.1112
O -3.3379 2.7637 0.1485
C -2.0280 1.0545 0.1858
O -2.0080 -0.2633 0.1015
N -0.9304 1.5596 -0.0235
N 0.4026 1.6641 0.0751
C 0.9192 0.4052 -0.0824
C 2.3031 0.2964 0.1174
C 3.0741 -1.0620 0.0407
C 4.3905 -1.0611 0.0202
C 5.2446 0.2716 -0.1709
C 4.4673 1.4571 0.0124
C 3.0887 1.5089 -0.1478
H 2.5080 2.5563 0.1006
O 5.4324 2.5126 -0.1003
C 6.6264 1.7962 -0.0157
O 6.4845 0.5174 -0.4008
H 7.3091 2.0416 -1.1218
H 7.2992 1.8643 0.6813
H 4.9541 -1.8050 -0.0943
Br 1.9967 -2.5707 0.1629
H 0.3987 -0.5448 0.1631
H -1.2357 2.8293 0.0211
H -4.1290 -0.2648 0.1866
H -5.7003 2.2736 0.3341
H -6.2193 0.6551 1.2118
H -6.0603 -1.4738 -0.2146
H -6.5619 -1.1154 -1.8605
H -8.4224 0.0210 0.8860
H -7.6720 -1.5217 1.7301
H -9.3899 -1.4556 0.9536

Entry 7:
109
Properties=species:S:1:pos:R:3 method="wB97M-V/def2-TZVPD" total_charge=+2 total_energy_ha=-5815.707861 homo_lumo_gap_ev=5.48 mol_weight_g_mol=1115.44 lumo_energy_ev=-5.9
Tl -0.4629 0.1083 1.4445
C -3.5578 -2.5562 4.2088
O -4.1399 -1.3027 3.7428
C -3.1601 -0.6973 3.0718
N -2.0749 -1.3105 2.8648
C -2.2814 -2.6959 3.3677
C -1.0737 -3.3095 4.0378
C -1.0852 -3.7972 5.3390
C 0.0451 -4.4078 5.8721
C 1.1963 -4.5324 5.1118
C 1.2120 -4.0555 3.8063
C 0.0812 -3.4607 3.2724
C -3.4635 0.6349 2.5133
C -4.6626 1.2822 2.7654
C -4.9542 2.4337 2.0527
C -4.0816 2.8527 1.0588
C -2.9071 2.1454 0.8714
N -2.5752 1.0980 1.6325
C -2.0373 2.3765 -0.3019
N -0.9872 1.7061 -0.5406
C -0.5867 2.0496 -1.9372
C -1.4329 3.2991 -2.2206
O -2.4727 3.2545 -1.1997
C 0.8962 2.2081 -2.1552
C 1.4172 3.2432 -2.9222
C 2.7876 3.3424 -3.1324
C 3.6452 2.4017 -2.5804
C 3.1243 1.3443 -1.8439
C 1.7573 1.2436 -1.6408
H -4.2845 -3.3455 4.0450
H -3.3731 -2.4380 5.2746
H -2.4923 -3.2773 2.4664
H -1.9756 -3.7408 5.9523
H 0.0160 -4.7970 6.8813
H 2.0703 -5.0171 5.5263
H 2.0975 -4.1692 3.1938
H 0.0848 -3.1265 2.2420
H -5.3510 0.8658 3.4864
H -5.8759 2.9701 2.2324
H -4.3101 3.6895 0.4151
H -0.9112 1.1974 -2.5509
H -1.9216 3.3093 -3.1900
H -0.8818 4.2272 -2.0701
H 0.7718 3.9843 -3.3782
H 3.1781 4.1527 -3.7338
H 4.7133 2.4852 -2.7355
H 3.7817 0.5858 -1.4359
H 1.3570 0.3937 -1.1054
C -1.1334 -0.2694 5.7924
C 0.1382 -0.3658 5.0190
N 0.3987 0.2431 3.8852
C 1.7531 0.1939 3.6048
C 2.4902 -0.5516 4.4663
S 1.4922 -1.1453 5.7092
C 2.2516 1.1284 2.5922
C 3.5348 1.5337 2.4249
S 3.5821 2.8869 1.3906
C 1.8826 2.8402 1.2231
N 1.3163 1.8502 1.8705
C 1.1827 3.9508 0.5189
H -1.3738 -1.2122 6.2816
H -1.9584 0.0391 5.1615
H -1.0103 0.4890 6.5677
H 3.5520 -0.7344 4.4562
H 4.4218 1.1563 2.9059
H 1.1310 4.8123 1.1877
H 0.1706 3.6630 0.2553
H 1.7208 4.2443 -0.3811
C -3.9377 -1.8134 -0.2533
N -2.6260 -2.3886 0.0042
C -2.6861 -3.8421 -0.0988
C -1.6476 -1.8335 -0.9262
C -0.2216 -2.1733 -0.5664
C 0.4098 -3.2400 -1.2026
C 1.7288 -3.5671 -0.9299
C 2.4543 -2.8194 -0.0144
C 1.8474 -1.7570 0.6410
C 0.5217 -1.4513 0.3657
H -4.3095 -2.0390 -1.2638
H -3.8954 -0.7257 -0.1472
H -4.6606 -2.2031 0.4654
H -2.9470 -4.1748 -1.1146
H -3.4443 -4.2273 0.5845
H -1.7267 -4.2825 0.1731
H -1.7668 -0.7446 -0.9279
H -1.8425 -2.1553 -1.9606
H -0.1405 -3.8076 -1.9440
H 2.1931 -4.3970 -1.4454
H 3.4896 -3.0582 0.1915
H 2.4157 -1.1811 1.3603
C 3.2766 -0.4432 -4.8327
N 2.2056 0.4581 -5.2100
C 0.8966 0.2776 -4.9306
Se 0.1413 -1.0432 -3.9099
N 0.2251 1.2968 -5.5260
C 1.1043 2.1306 -6.2093
C 0.9154 3.2831 -6.9536
C 2.0495 3.8762 -7.4873
C 3.3207 3.3319 -7.2860
C 3.5042 2.1768 -6.5418
C 2.3698 1.5916 -6.0035
H 2.9363 -1.0453 -3.9944
H 4.1476 0.1403 -4.5401
H 3.5332 -1.0952 -5.6675
H -0.7794 1.3095 -5.5650
H -0.0696 3.6961 -7.1266
H 1.9469 4.7725 -8.0832
H 4.1786 3.8172 -7.7304
H 4.4876 1.7500 -6.3996

Entry 8:
66
Properties=species:S:1:pos:R:3 method="wB97M-V/def2-TZVPD" total_charge=+1 total_energy_ha=-2196.577825 homo_lumo_gap_ev=8.32 mol_weight_g_mol=481.42 lumo_energy_ev=-2.9
C 4.2313 1.6732 2.9281
C 4.4601 2.1099 1.4874
O 3.6424 1.3767 0.5645
C 2.3698 1.9134 0.3556
C 1.3630 0.7589 0.1628
O 1.7473 -0.3748 0.8397
C 1.1283 0.3069 -1.2868
C 2.3676 -0.4047 -1.8811
C 2.4722 -1.9273 -1.7432
C 3.9368 -2.3652 -1.7806
N 4.1171 -3.7923 -1.5405
C -0.1475 -0.5338 -1.1562
P -1.1208 -0.9044 -2.6601
N -2.6507 -0.8307 -2.5036
O -0.6042 -2.3363 -3.1822
O -0.4606 0.0140 -3.7912
C -0.9948 0.1393 -0.0631
N -0.0931 1.1779 0.6328
C -0.3949 1.2259 2.1291
C 0.4213 0.3481 3.0707
F -0.1292 0.5942 4.3099
P -0.8102 2.7687 0.0558
O -2.1210 2.8741 0.6619
O 0.2323 3.8988 0.4183
O -0.6770 2.6207 -1.4944
H 3.4606 2.2579 3.4343
H 3.9643 0.6142 2.9553
H 5.1464 1.7827 3.5092
H 4.2746 3.1805 1.3620
H 5.4847 1.9146 1.1793
H 2.3415 2.5590 -0.5307
H 2.0680 2.5351 1.2082
H 2.2214 -0.1605 1.6551
H 0.9382 1.1715 -1.9193
H 3.2633 0.0505 -1.4531
H 2.3793 -0.1572 -2.9444
H 1.9465 -2.4102 -2.5686
H 2.0566 -2.2745 -0.7956
H 4.4736 -1.7967 -1.0112
H 4.3800 -2.0916 -2.7416
H 3.2663 -4.2380 -1.2252
H 4.4464 -4.2886 -2.3551
H 0.1237 -1.5075 -0.7491
H -2.9782 -0.6226 -1.5708
H -1.2646 -3.0075 -2.9653
H -0.2821 -0.4571 -4.6142
H -1.3443 -0.5820 0.6735
H -1.8788 0.6554 -0.4327
H -1.4406 0.9516 2.2326
H -0.3103 2.2547 2.4745
H 1.4759 0.6350 3.1127
H 0.3335 -0.7141 2.8430
H -0.0051 4.3633 1.2340
H -0.4663 3.4355 -1.9732
C -6.0249 -2.6509 0.1689
C -5.0694 -1.8566 1.0251
O -4.0991 -2.3658 1.5671
N -5.3143 -0.5244 1.1643
C -6.3912 0.2554 0.5850
H -5.6957 -3.6853 0.1759
H -7.0416 -2.5981 0.5586
H -6.0286 -2.2832 -0.8579
H -4.6605 -0.0517 1.7680
H -6.0007 1.0558 -0.0452
H -7.0135 0.7012 1.3620
H -7.0200 -0.3809 -0.0288